DFT (the ωB97M-V functional and the def2-TZVPD basis) results for a cluster of 4 separate species, H8O4 in total at a distorted geometry.

Calculated values
frontier orbital gap = 11.62 eV
highest occupied orbital energy = -11.14 eV
structure (SMILES) = O.O.O.O
F_max = 1.75 eV/A
relative energy (zero: lowest compared OMol25 entry of this formula, charge and spin) = 81.2 kJ/mol
E = -305.7483 a.u.
LUMO level = 0.47 eV

Last columns: bonded neighbours and bond lengths (Å).
Positions of all 12 atoms, in Å:
1 O -22.0814 -21.3345 13.8846  H2 0.954, H3 0.935
2 H -21.3295 -21.2518 14.4652  O1 0.954
3 H -22.1520 -20.5153 13.4396  O1 0.935
4 O -22.3981 -21.2430 9.5501  H5 0.950, H6 0.933
5 H -22.6704 -21.9439 10.1304  O4 0.950
6 H -23.0897 -20.6254 9.6506  O4 0.933
7 O -22.7045 -23.2573 11.7668  H8 0.963, H9 0.982
8 H -22.8280 -22.5817 12.4413  O7 0.963
9 H -23.1804 -24.0512 12.0941  O7 0.982
10 O -20.4809 -25.4597 10.7155  H11 0.964, H12 0.955
11 H -20.0324 -25.5974 9.8732  O10 0.964
12 H -20.5045 -24.5369 10.9607  O10 0.955

Atomic partial charges in e from the Löwdin method, atoms 1 to 6: atom 1 (O): -0.019, atom 2 (H): 0.050, atom 3 (H): 0.028, atom 4 (O): -0.036, atom 5 (H): -0.020, atom 6 (H): 0.004